[1]
# C9H24N7ORuS

A structure of composition C9H24N7ORuS at a distorted geometry (ωB97M-V with the def2-TZVPD basis set, OMol25).

XYZ file:
```
43
Properties=species:S:1:pos:R:3:forces:R:3
Ru 0.003 -1.131 -0.157 2.5925 -0.9295 -0.6037
N 1.433 -2.451 1.236 -1.1409 0.8518 -0.4749
N 1.868 -3.627 0.609 0.1093 -0.3349 0.1900
C 1.883 -3.708 -0.713 -0.0084 -0.0832 -0.1096
N 2.350 -4.761 -1.331 0.0088 -0.0043 -0.0572
S 1.281 -2.374 -1.646 -0.9093 1.0016 0.4648
H 2.242 -1.902 1.528 0.0089 0.0752 -0.0446
H 0.912 -2.717 2.071 -0.0384 0.0228 0.0150
H 2.283 -4.355 1.181 -0.0067 0.0750 0.1308
H 2.752 -5.560 -0.854 0.0229 0.0240 0.0237
H 2.314 -4.814 -2.341 0.0243 -0.0036 -0.0045
N -3.992 -0.010 0.263 -0.0540 0.2161 -0.0261
C -2.840 -0.616 0.283 -0.0599 0.0987 0.0229
O -1.755 0.008 0.000 0.3920 -0.3660 0.0568
C -2.701 -2.043 0.668 -0.0353 -0.2185 0.0160
C -1.504 -2.580 -0.090 -0.2761 0.3469 0.4862
H -4.065 0.971 0.025 0.0525 0.0009 -0.0104
H -4.849 -0.484 0.514 0.0251 -0.0737 -0.0306
H -3.601 -2.628 0.466 -0.0401 0.0373 0.0190
H -2.536 -2.072 1.749 -0.0215 -0.0093 0.0196
H -1.741 -2.700 -1.151 0.0896 0.0686 -0.0527
H -1.154 -3.523 0.327 0.1685 0.0574 0.0487
C 0.727 1.007 -2.206 0.0533 0.0326 -0.0379
N 0.464 2.056 -1.232 -0.1167 -0.4593 0.0661
C -0.348 3.179 -1.723 0.0211 0.1785 -0.1446
C 0.663 1.840 0.071 -0.4508 0.5226 -0.0055
N 0.887 0.571 0.535 -0.8560 -1.2575 -0.2224
N 0.675 2.869 0.916 0.1950 -0.1375 0.1971
C 0.317 2.694 2.326 0.1708 0.0546 0.1446
C 1.277 4.165 0.571 -0.0637 0.2896 0.1633
H 0.776 1.447 -3.200 0.0033 0.0235 0.0036
H -0.090 0.264 -2.232 -0.0593 0.0881 -0.1141
H 1.676 0.518 -2.002 0.0316 0.0481 0.0051
H -1.146 2.788 -2.354 0.0202 -0.1009 0.0252
H 0.246 3.864 -2.326 0.0634 -0.0172 0.0359
H -0.795 3.727 -0.901 0.0230 -0.0508 0.0723
H 1.120 0.567 1.520 0.1602 0.1770 0.0055
H 1.191 2.509 2.956 0.0524 0.0021 -0.0681
H -0.405 1.889 2.444 -0.0349 0.0149 -0.0399
H -0.140 3.615 2.681 -0.0441 0.0084 -0.0521
H 1.689 4.159 -0.431 -0.0150 -0.0828 -0.0389
H 2.082 4.376 1.276 0.0226 -0.1366 0.0244
H 0.551 4.971 0.671 -0.0802 -0.0504 -0.0990
```
Forces are in eV/Å.

Calculated values
- Frontier orbital gap (alpha / beta): 6.05 / 6.04 eV
- E_LUMO (alpha / beta): -12.186 / -12.189 eV
- Largest force on an atom: 0.0548 hartree/bohr
- Charge: +3

---

[2]
# C5H5NO

An isolated molecule of C5H5NO (ωB97M-V with the def2-TZVPD basis set, OMol25).

XYZ file:
```
12
Properties=species:S:1:pos:R:3:forces:R:3
O 0.566 -0.080 1.684 0.1396 0.0701 -0.5065
C 0.745 0.054 0.491 -0.2138 -0.0500 0.4043
C 2.114 -0.067 -0.092 0.2286 0.0720 -0.5646
C 2.607 0.091 -1.288 -0.4198 -0.0632 0.6510
C -0.390 0.338 -0.440 0.2314 0.0226 -0.1305
C -1.606 -0.509 -0.246 -0.1215 -0.2721 -0.0517
N -1.604 0.878 0.155 -0.0146 0.1156 0.1496
H 2.932 -0.328 0.591 0.0145 -0.0053 -0.0105
H -0.133 0.707 -1.432 -0.0038 -0.0773 0.1639
H -1.549 -1.277 0.524 0.0263 0.1459 -0.1096
H -2.221 -0.749 -1.109 0.1406 0.0555 0.1108
H -1.461 0.943 1.163 -0.0075 -0.0136 -0.1063
```
Forces are in eV/Å.

Calculated values
- Frontier orbital gap: 9.20 eV
- E_LUMO: -1.062 eV
- Largest force on an atom: 0.0151 hartree/bohr

---

[3]
# C45H25N9O2PbS4

A structure of composition C45H25N9O2PbS4 at a distorted geometry (ωB97M-V with the def2-TZVPD basis set, OMol25).

XYZ file:
```
86
Properties=species:S:1:pos:R:3:forces:R:3
Pb -1.440 -22.940 -0.077 -0.1214 0.0185 -0.1773
C -1.141 -16.850 -3.998 0.1460 0.2623 -0.4443
C -0.846 -16.306 -2.750 -0.3859 0.0597 0.3236
C -0.888 -17.063 -1.574 0.3887 0.1310 -0.3853
C -1.227 -18.388 -1.720 0.2908 -0.4542 0.0143
C -1.305 -19.505 -0.713 -0.7016 0.4011 -0.6666
N -1.558 -20.664 -1.326 0.3498 0.0213 0.2869
C -1.774 -20.383 -2.675 -0.1481 0.8409 -0.7104
N -2.193 -21.142 -3.616 0.3602 0.4665 -0.0719
C -3.124 -23.271 -3.036 0.3277 0.0199 -0.1450
C -3.938 -24.042 -3.934 0.7193 0.8079 -0.9041
C -4.052 -24.143 -5.365 0.1744 -0.4672 1.3127
C -4.845 -25.148 -5.841 -0.2916 -0.0824 0.9386
C -5.586 -26.001 -4.957 0.2074 0.5117 -0.9227
C -5.540 -25.839 -3.609 0.1088 -0.0269 0.0648
C -4.684 -24.866 -3.075 -0.1980 0.0001 0.1474
C -4.316 -24.533 -1.737 0.2182 -0.1588 -0.9986
N -4.739 -25.165 -0.652 0.2554 -0.0355 0.7054
C -4.350 -24.850 0.539 0.0306 -0.3092 -0.0903
N -3.504 -23.766 0.967 -0.9673 -0.7235 -0.2798
C -3.705 -23.690 2.255 0.8216 1.4449 0.9697
N -3.267 -22.680 3.107 0.0309 -0.3694 -0.3051
C -2.637 -21.634 2.722 -0.0659 -0.8174 -0.4782
N -2.133 -21.308 1.432 -0.3958 0.8519 0.9727
C -1.742 -20.016 1.514 0.2180 -0.1669 0.0704
N -1.284 -19.195 0.587 0.0939 -0.2055 -0.3611
C -1.866 -19.510 2.908 0.4445 0.5446 -0.8239
C -1.437 -18.309 3.447 0.3690 -0.0715 0.3824
C -1.444 -18.228 4.839 -0.3234 -0.3398 0.4092
C -1.962 -19.306 5.603 0.4649 0.9731 -0.1130
C -2.450 -20.458 5.017 -0.2771 -0.2231 1.1177
C -2.370 -20.534 3.656 0.0025 -0.4805 -0.4654
C -4.496 -24.762 2.798 0.4063 0.5865 0.3683
C -4.729 -25.111 4.116 0.1693 -0.4709 0.8000
C -5.278 -26.366 4.319 -0.3725 -0.1192 0.3901
C -5.690 -27.167 3.226 0.0648 0.7005 0.3880
C -5.530 -26.738 1.925 0.0226 -0.1970 -0.3777
C -4.867 -25.526 1.721 -0.2618 -0.4981 -0.3581
N -3.335 -23.585 -1.780 0.2184 0.5126 0.2445
C -1.512 -18.929 -2.971 -0.2835 -0.7133 0.5550
C -1.460 -18.197 -4.153 -0.2180 -0.2910 0.6644
H -1.091 -16.181 -4.865 -0.0752 -0.3730 0.2910
H -0.657 -15.244 -2.703 0.2467 0.0633 0.0816
H -0.576 -16.678 -0.610 -0.2420 0.1321 -0.0637
H -3.466 -23.540 -6.041 -0.0649 0.1751 0.0356
H -4.933 -25.280 -6.889 -0.1204 -0.1995 -0.8349
H -6.220 -26.751 -5.402 -0.0972 -0.1531 0.0153
H -6.119 -26.464 -2.962 -0.2384 -0.2694 0.3364
H -1.020 -17.530 2.815 -0.1248 -0.1108 0.1149
H -1.034 -17.356 5.370 -0.2831 -0.4134 -0.3872
H -1.947 -19.238 6.683 -0.0137 0.0841 -0.0114
H -2.831 -21.259 5.658 0.1197 0.1675 -0.5012
H -4.407 -24.481 4.961 -0.1893 -0.3221 -0.6263
H -5.419 -26.736 5.346 0.0186 0.1592 -0.5836
H -6.175 -28.106 3.423 -0.0405 -0.3056 0.0502
H -5.852 -27.358 1.089 0.0784 0.1880 0.1359
H -1.688 -18.669 -5.107 0.1005 0.2188 0.1700
O 3.149 -23.014 0.923 0.3613 0.0754 -0.5744
S 2.252 -23.257 2.065 -0.5616 -0.2069 0.9487
N 0.795 -23.369 1.948 -0.3115 0.1868 -0.5520
O -1.998 -22.484 -3.261 -0.3041 -1.2214 0.0969
C 0.300 -23.730 -4.343 0.3962 0.5695 0.1466
C -0.308 -24.924 -3.980 -0.0285 0.0364 0.7396
C -0.483 -25.450 -2.686 0.0782 0.1204 -0.1637
C -1.070 -26.703 -2.714 0.1052 -0.0820 -0.0751
C -1.310 -27.129 -4.016 -0.5122 -0.0402 0.4345
S -0.948 -25.972 -5.171 0.0433 -0.3885 -0.2915
C 0.170 -23.250 -5.727 -0.8141 0.3704 -0.6352
C -0.925 -22.592 -6.249 0.7807 -0.4136 -0.2810
C -0.780 -22.326 -7.650 0.3300 -0.3300 0.4772
C 0.412 -22.794 -8.136 -0.0817 0.2001 -0.2472
S 1.394 -23.515 -6.925 -0.5169 0.1590 0.0913
C 1.101 -22.975 -3.466 0.3319 -0.3838 0.0047
C 1.854 -23.416 -2.367 -0.1800 -0.4236 -0.0271
C 2.717 -22.437 -1.871 0.3139 -0.4623 0.8544
C 2.619 -21.275 -2.590 -0.1899 0.4042 -0.1509
S 1.486 -21.340 -3.866 0.5188 0.1784 0.3032
H -0.192 -24.928 -1.776 -0.1805 -0.1528 -0.3500
H -1.306 -27.264 -1.821 -0.0347 -0.1350 -0.1225
H -1.769 -28.066 -4.296 0.0192 0.0561 -0.0571
H -1.760 -22.303 -5.632 -0.0443 0.0501 -0.0513
H -1.554 -21.839 -8.231 0.2109 -0.0274 -0.0638
H 0.788 -22.756 -9.161 -0.2035 0.0208 0.4506
H 1.817 -24.452 -2.004 0.1384 0.6885 -0.1558
H 3.320 -22.589 -0.947 -0.4749 0.2030 -0.9018
H 3.167 -20.365 -2.377 -0.1559 -0.0267 -0.1171
```
Forces are in eV/Å.

Calculated values
- Frontier orbital gap: 3.64 eV
- E_LUMO: -2.681 eV
- Largest force on an atom: 0.0374 hartree/bohr

---

[4]
# C3H10NO

A cluster of 2 separate species, C3H10NO in total at a distorted geometry (ωB97M-V with the def2-TZVPD basis set, OMol25).

XYZ file:
```
15
Properties=species:S:1:pos:R:3:forces:R:3
C -0.449 -1.367 -0.446 0.1688 -1.1065 0.2866
C -0.371 -0.116 -1.284 0.6361 0.8416 0.6896
C 0.941 1.854 -0.545 -0.3653 -0.0013 -0.8799
N 0.068 0.950 -0.326 0.2075 1.2477 0.7273
H -1.290 -1.378 0.243 -0.3991 0.0989 -0.4100
H 0.393 -1.580 0.217 0.4242 0.6257 -0.4476
H -0.460 -2.245 -1.078 -0.4692 -0.1111 -0.3032
H -1.306 0.143 -1.770 -0.1009 0.0527 0.0745
H 0.454 -0.089 -1.992 -0.2970 -0.5262 -0.3201
H 1.551 2.293 0.235 -0.6587 0.3293 0.3454
H 1.070 2.213 -1.565 0.6213 -0.5690 -0.0861
H -0.240 0.917 0.653 0.3208 -1.1483 0.0759
H -0.469 -0.061 3.093 -0.0373 -0.1242 0.3030
H 0.046 -1.249 2.241 -0.0507 0.2469 0.2967
O 0.061 -0.286 2.325 -0.0006 0.1437 -0.3521
```
Forces are in eV/Å.

Calculated values
- Frontier orbital gap: 10.92 eV
- E_LUMO: -5.068 eV
- Largest force on an atom: 0.0284 hartree/bohr
- Charge: +1

---

[5]
# C8H19MnN2OP

A structure of composition C8H19MnN2OP at a distorted geometry (ωB97M-V with the def2-TZVPD basis set, OMol25).

XYZ file:
```
32
Properties=species:S:1:pos:R:3:forces:R:3
Mn -0.211 -0.155 -0.701 1.7603 -1.5547 0.5899
H 0.367 2.160 2.328 -0.9857 0.1820 0.0001
H -0.391 2.307 2.322 1.0268 -0.1789 -0.0001
P -2.396 -0.093 0.394 -0.5838 1.8394 -1.2384
C -3.355 0.909 -0.826 -1.2072 -0.0258 -0.2106
H -4.441 0.748 -0.718 0.0712 0.2487 -0.0410
H -3.142 1.987 -0.729 0.0010 -0.4682 0.1185
H -3.076 0.583 -1.839 -0.0244 0.1352 0.4161
C -3.178 -1.716 0.425 -0.1602 -0.5951 0.1268
H -2.778 -2.275 1.281 -0.0316 0.0297 -0.2570
H -4.271 -1.682 0.528 0.2596 0.2258 -0.0176
H -2.911 -2.232 -0.511 -0.1386 0.1307 0.4816
C -2.978 0.711 1.939 -0.4846 0.1237 1.0391
H -2.655 1.769 2.038 -0.0262 -0.6867 -0.2895
H -4.088 0.718 2.022 0.5553 -0.0672 -0.2920
H -2.635 0.168 2.841 0.0942 0.2181 -0.4681
C -0.228 1.618 -1.097 -0.3130 3.8882 -1.2915
O -0.257 2.679 -1.564 -0.0607 -0.7910 0.4361
H -0.869 -0.537 0.783 0.2831 -1.1570 1.7627
H -1.540 -0.777 -1.174 -1.1302 -1.0736 -1.0230
C 4.822 -1.786 -1.136 0.0273 0.0892 -0.0587
N 3.861 -0.798 -0.681 -0.1267 0.3374 0.0278
C 4.070 0.554 -0.439 -0.3821 -0.2952 0.1185
C 2.869 1.090 -0.086 -0.3782 -0.7877 -0.6981
N 1.897 0.091 -0.193 1.3709 -0.9166 0.7814
C 2.540 -1.046 -0.486 0.4585 1.6630 0.0277
H 5.231 -1.537 -2.111 -0.0366 0.2037 -0.0590
H 5.639 -1.882 -0.432 0.0873 -0.0715 0.1580
H 4.308 -2.736 -1.241 -0.0099 -0.1164 0.1251
H 5.000 1.072 -0.561 0.3798 -0.2765 0.0058
H 2.676 2.132 0.180 -0.2216 -0.6302 -0.2038
H 2.123 -2.046 -0.558 -0.0741 0.3777 -0.0667
```
Forces are in eV/Å.

Calculated values
- Multiplicity: 6
- Frontier orbital gap (alpha / beta): 4.59 / 6.56 eV
- E_LUMO (alpha / beta): 0.573 / 0.297 eV
- Largest force on an atom: 0.0799 hartree/bohr

---

[6]
# C10H15NO2

An isolated molecule of C10H15NO2 at a distorted geometry (ωB97M-V with the def2-TZVPD basis set, OMol25).

XYZ file:
```
28
Properties=species:S:1:pos:R:3:forces:R:3
C -1.501 -0.482 0.710 -0.4981 -0.2079 -1.0512
C -1.513 -0.871 -0.566 1.9333 2.2677 -0.6623
C 0.496 0.877 1.322 -0.2028 -0.2409 -0.2533
C -0.816 0.667 1.300 -0.5417 -0.0760 0.9984
C -0.557 -0.260 -1.564 1.4057 -0.3247 -0.6952
C 1.495 -0.054 0.818 2.1337 0.6321 0.2886
C -1.763 1.705 1.889 0.5022 0.8933 -1.5371
C -0.138 0.991 -1.711 -1.7250 1.9014 1.5994
C 0.276 -1.202 -2.416 -1.2675 -0.0795 -2.5875
C 1.544 -1.554 1.111 -2.3830 -0.6696 -2.7899
N 2.672 0.398 0.388 -0.1659 -1.2652 -1.8069
O 2.900 1.768 0.304 -2.6175 0.5159 2.4869
O 3.546 -0.354 -0.122 0.3834 0.8610 0.4200
H -2.238 -0.980 1.273 -0.7755 -0.3987 1.2099
H -2.176 -1.606 -0.948 -0.4158 -0.7457 -0.0421
H 0.766 1.866 1.634 0.6819 0.1817 0.2665
H -1.270 2.410 2.585 -0.1247 -0.2062 -0.7097
H -2.616 1.331 2.398 -0.6077 -0.9028 0.5735
H -2.226 2.207 0.988 0.5296 0.0882 0.9672
H -0.456 1.864 -1.141 -0.8916 -0.4909 0.4917
H 0.540 1.463 -2.373 1.0992 -0.9806 -1.1856
H 3.524 2.105 -0.313 1.2503 -1.0974 -1.3524
H -0.249 -1.325 -3.519 1.0311 -0.7301 2.9251
H 0.607 -2.064 -1.828 -0.5701 -0.4655 -0.6796
H 1.193 -0.713 -2.716 0.2259 0.2766 0.1881
H 1.845 -1.604 2.129 0.3564 -0.5979 0.9129
H 2.251 -2.130 0.385 -1.3943 1.2330 1.5468
H 0.423 -1.951 0.988 2.6484 0.6287 0.4776
```
Forces are in eV/Å.

Calculated values
- Frontier orbital gap (alpha / beta): 8.27 / 8.27 eV
- E_LUMO (alpha / beta): 0.401 / 0.401 eV
- SMILES: C=C(C)\C=C/C(C)=C\C(C)=[N+](\[O-])O
- Largest force on an atom: 0.0725 hartree/bohr

---

[7]
# C3H6N2S

An isolated molecule of C3H6N2S at a distorted geometry (ωB97M-V with the def2-TZVPD basis set, OMol25).

XYZ file:
```
12
Properties=species:S:1:pos:R:3:forces:R:3
C 0.420 1.949 0.203 0.8595 0.6543 -1.1802
C 1.222 -0.143 0.939 0.3775 0.4843 -0.2855
C -0.971 -1.005 0.134 -0.0237 0.0915 -0.1030
H 0.260 1.944 -0.911 0.2043 -0.0215 0.9936
H -0.507 1.707 0.664 -0.9547 -0.1327 0.4436
H 0.752 2.963 0.495 -0.2342 -0.4915 -0.1535
H 2.059 -0.778 1.231 -0.1338 -0.0051 0.0454
H -0.162 -1.274 1.960 -0.0382 0.1236 -0.2283
H -1.818 -1.551 0.547 -0.0234 -0.0210 -0.0610
N 1.475 1.025 0.543 -0.0190 -0.4250 0.0290
N -0.052 -0.754 1.095 -0.0176 -0.2167 0.3489
S -0.911 -0.607 -1.444 0.0034 -0.0403 0.1510
```
Forces are in eV/Å.

Calculated values
- Frontier orbital gap: 9.19 eV
- E_LUMO: 0.503 eV
- SMILES: C/N=C\NC=S
- Largest force on an atom: 0.0311 hartree/bohr

---

Let's list relative energy (zero: lowest compared OMol25 entry of this formula, charge and spin) in order: 23.0, 112.3, 36.1, 24.6, 10.9, 167.7, 29.2 kcal/mol.